(1)
C3H9O3 | ωB97M-V/def2-TZVPD

Geometry as XYZ:
```
15
Properties=species:S:1:pos:R:3:forces:R:3
C 0.59803 -0.37586 -0.51615 -1.053 -0.630 3.643
O 1.20080 0.45817 0.37914 0.241 0.683 -0.792
C -0.92706 -0.84797 0.09008 0.901 1.836 -2.852
C -1.45622 0.32596 0.87638 0.243 -0.989 1.761
O -2.88122 0.21963 1.29446 1.195 -0.046 -0.961
H 0.46524 0.09990 -1.51785 0.085 -0.938 0.079
H 1.08938 -1.36301 -0.32625 0.134 0.104 -1.923
H -0.84505 -1.82022 0.54309 -0.060 -0.080 0.792
H -1.46812 -0.97798 -0.85460 -0.511 -0.177 -0.009
H -0.85065 0.26592 1.78856 -0.360 0.518 0.060
H -1.21115 1.29381 0.43401 -0.359 -0.208 -0.281
H -3.22898 -0.26771 0.54065 -0.448 0.019 0.181
H 3.45749 1.56088 -1.35370 0.325 -0.115 -0.107
H 2.57424 0.73080 -0.45386 0.110 -0.670 0.584
O 3.48326 0.69768 -0.92396 -0.442 0.693 -0.177
```
Positions in Å, forces in eV/Å.

HOMO ... -3.01 eV
Charge ... -1
HOMO-LUMO gap ... 6.9 eV

---

(2)
C3H9O3 | ωB97M-V/def2-TZVPD

Geometry as XYZ:
```
15
Properties=species:S:1:pos:R:3:forces:R:3
C -0.71678 -1.29865 -0.60377 0.960 0.801 0.294
C -0.97426 0.27180 -0.89019 0.385 0.406 0.170
O -0.09866 0.90107 0.00284 -1.262 -1.176 0.447
C -0.65023 -1.37648 1.01850 -1.274 1.653 -0.594
O 0.55389 -0.90333 1.67137 0.131 -0.539 -2.984
H 0.37152 -1.26062 -0.84221 -0.584 -1.179 -0.675
H -1.37813 -2.11175 -1.12763 1.380 1.490 0.939
H -0.77909 0.72457 -1.97130 -0.529 -1.466 1.706
H -1.98955 0.56515 -0.52441 0.155 -0.347 -0.736
H 0.76305 -0.26716 0.88314 -0.097 -0.058 2.097
H -1.34732 -0.51063 1.18082 -0.347 -1.418 0.871
H -0.92021 -2.35360 1.43187 -0.201 0.284 -0.091
H 2.14281 1.39075 -1.37685 -0.446 1.542 0.338
H 0.86933 1.33446 -0.42127 -0.257 1.732 -0.823
O 1.58417 2.11586 -0.97164 1.986 -1.724 -0.959
```
Positions in Å, forces in eV/Å.

HOMO ... -4.03 eV
Charge ... -1
HOMO-LUMO gap ... 8.2 eV

---

(3)
C3H9O3P | ωB97M-V/def2-TZVPD

Geometry as XYZ:
```
16
Properties=species:S:1:pos:R:3:forces:R:3
C 1.69577 0.54117 -0.02707 -2.033 -2.758 -0.847
C 0.82922 -0.32521 0.84574 -4.320 0.400 -0.511
C -1.14607 0.51109 0.48606 1.586 0.183 2.216
O 1.22724 0.21793 -1.35283 -0.952 -2.297 2.336
O 0.53416 -1.64551 0.41331 2.402 0.494 1.501
O -1.10057 1.65436 -0.29909 0.252 1.141 -0.216
P -1.90540 -0.83632 -0.50671 -2.192 0.026 1.012
H 2.69483 0.29542 0.24988 1.270 0.210 -0.610
H 1.36800 1.50908 0.07784 -0.001 2.615 1.069
H 0.99754 -0.22363 1.95751 -0.196 -0.599 -1.419
H -1.53443 0.92347 1.54543 0.730 -1.580 -2.317
H 1.69494 0.65107 -1.99431 1.971 1.776 -2.390
H 0.35836 -1.72818 -0.53743 0.707 0.734 0.248
H -1.29754 1.53098 -1.24489 0.283 -0.518 0.613
H -1.31226 -1.94616 0.07727 -0.203 -0.309 0.100
H -3.10379 -1.12956 0.30931 0.694 0.483 -0.785
```
Positions in Å, forces in eV/Å.

HOMO ... -7.85 eV
Charge ... 0
HOMO-LUMO gap ... 8.5 eV

---

(4)
C3H9O3PS | ωB97M-V/def2-TZVPD

Geometry as XYZ:
```
17
Properties=species:S:1:pos:R:3:forces:R:3
C 0.11346 -0.47498 1.47925 0.034 0.128 -0.602
C 0.46218 -0.87322 -1.41558 -0.165 0.446 0.462
C 1.74954 1.38285 -0.08276 -0.542 -0.366 0.081
O -3.76601 0.24923 0.97868 0.132 0.181 -0.325
O -0.96906 1.25910 -0.37553 -0.950 0.351 -0.134
O -2.46816 -1.35208 -0.30759 -0.272 0.399 -0.200
P 0.20825 0.39557 -0.12457 1.271 -0.520 0.159
S -3.17462 -0.08962 -0.28527 0.109 -0.513 0.495
H -0.38665 0.19020 2.17964 0.002 0.042 0.058
H 1.09878 -0.73863 1.85512 0.080 -0.045 0.009
H -0.48959 -1.37205 1.34794 -0.024 -0.002 0.074
H 0.50337 -0.37739 -2.38395 0.035 0.039 -0.021
H -0.39427 -1.54223 -1.39312 0.010 -0.048 -0.035
H 1.37692 -1.43057 -1.24675 0.165 -0.100 0.034
H 1.77883 2.01060 -0.96844 0.000 0.045 -0.109
H 2.62626 0.74175 -0.05602 0.107 -0.058 0.032
H 1.73076 2.02147 0.79896 0.010 0.019 0.022
```
Positions in Å, forces in eV/Å.

HOMO ... -10.27 eV
Charge ... 0
HOMO-LUMO gap ... 10.2 eV

---

(5)
C3H9O3Tm | ωB97M-V/def2-TZVPD

Geometry as XYZ:
```
16
Properties=species:S:1:pos:R:3:forces:R:3
Tm 0.93857 -0.31988 -5.48378 0.773 -1.773 3.103
O 0.08924 -2.48354 -4.42508 2.348 3.108 0.437
H -0.76022 -2.38676 -3.98468 -0.268 -0.165 0.087
C 3.27325 2.12269 -5.48852 0.362 0.559 -0.358
O 2.86605 0.94416 -4.81460 -1.612 -1.087 -0.838
C 3.53349 0.70944 -3.57710 0.337 0.081 0.891
C 3.18843 -0.67739 -3.07690 0.609 -0.667 -0.010
H 2.60792 2.24773 -6.35056 0.194 0.124 0.109
H 3.18221 2.99035 -4.81894 0.070 -0.230 -0.250
H 4.30734 1.99166 -5.83902 -0.293 0.214 0.099
H 3.18592 1.46961 -2.85879 0.198 -0.145 -0.238
H 4.61703 0.79917 -3.75190 -0.290 0.030 0.174
H 3.58519 -0.75716 -2.05079 -0.138 -0.057 -0.273
H 3.71242 -1.43268 -3.69163 -0.118 0.178 0.172
O 1.79923 -0.86244 -3.09509 -2.626 -0.792 -2.383
H 1.02606 -1.90706 -3.45544 0.455 0.624 -0.720
```
Positions in Å, forces in eV/Å.

HOMO (spin up / spin down) ... -11.41 / -14.10 eV
Expectation value of S² ... 3.752
Charge ... +1
Spin multiplicity ... 4
HOMO-LUMO gap (spin up / spin down) ... 7.1 / 8.7 eV

---

(6)
C3H9O4P | ωB97M-V/def2-TZVPD

Geometry as XYZ:
```
17
Properties=species:S:1:pos:R:3:forces:R:3
C -1.24680 -0.13881 -1.78294 -1.540 1.324 -0.025
O -0.18579 0.73923 -1.41069 0.663 0.167 3.835
P 0.29083 0.18307 0.13207 5.201 2.962 -4.573
O -0.59929 -0.68163 0.74308 -5.339 -3.823 2.855
O 0.75589 1.32412 1.11448 -0.209 0.852 -0.538
C -0.40515 2.15367 1.49555 0.851 0.094 -2.453
O 1.63578 -0.59891 -0.28955 -1.310 -0.691 0.445
C 1.52803 -2.00876 0.17192 1.645 0.358 1.585
H -0.84697 -1.12635 -1.72604 -0.397 -0.947 -0.446
H -1.50476 0.22695 -2.76802 -0.100 -0.569 -0.426
H -2.17828 -0.01506 -1.13646 1.320 -0.322 -0.649
H -0.03223 3.17988 1.50093 -0.279 -0.194 0.262
H -1.10888 2.01112 0.65371 -0.163 0.646 0.659
H -0.84868 1.81851 2.39020 -0.227 -0.362 1.126
H 2.33714 -2.50358 -0.34004 0.408 -0.083 -0.094
H 0.61951 -2.60657 -0.04336 0.219 1.143 0.187
H 1.78963 -1.95687 1.29517 -0.743 -0.555 -1.751
```
Positions in Å, forces in eV/Å.

HOMO ... -10.76 eV
Structure (SMILES) ... COP(=O)(OC)OC
Charge ... 0
HOMO-LUMO gap ... 11.7 eV

---

(7)
C3H9O5PS | ωB97M-V/def2-TZVPD

Geometry as XYZ:
```
19
Properties=species:S:1:pos:R:3:forces:R:3
C 0.80032 0.26209 2.27991 -2.813 -1.451 -0.408
O 0.94562 0.97134 1.06063 -0.426 -0.027 -1.456
P 0.11521 0.89095 -0.29717 -1.177 -0.060 -0.893
O -0.92481 1.89007 -0.57771 -0.120 -0.438 0.766
O 1.21982 1.04505 -1.40181 0.243 0.060 -0.439
C 2.59570 0.73543 -1.31791 0.783 -1.189 3.723
S -1.16288 -1.30443 -0.63655 -0.422 2.403 -1.005
C -2.93960 -0.74775 -0.45943 0.491 0.382 1.834
O -0.73004 -2.03892 0.51556 -0.128 -0.593 0.705
O -1.15656 -1.91711 -1.94503 0.708 0.229 0.296
H 0.80880 -0.82437 2.06811 0.747 0.513 0.326
H -0.25247 0.37521 2.69415 1.371 0.490 -0.173
H 1.57198 0.66051 2.88144 0.551 -0.047 0.993
H 2.70927 -0.37157 -1.38509 0.148 0.774 0.168
H 3.04197 1.13009 -0.28163 -0.980 -1.008 -2.196
H 3.16971 1.18103 -2.07504 0.183 0.799 -1.265
H -3.05076 0.33544 -0.19722 0.639 -0.949 0.130
H -3.56365 -0.86472 -1.34278 0.517 -0.666 -0.118
H -3.19763 -1.40833 0.41756 -0.314 0.777 -0.987
```
Positions in Å, forces in eV/Å.

HOMO ... -9.49 eV
Structure (SMILES) ... COP(=O)(OC)S(C)(=O)=O
Charge ... 0
HOMO-LUMO gap ... 9.1 eV

---

(8)
C3H9OPS2 | ωB97M-V/def2-TZVPD

Geometry as XYZ:
```
16
Properties=species:S:1:pos:R:3:forces:R:3
C -1.29686 1.29704 1.10323 3.201 -0.065 -0.586
C 2.48244 -1.93272 -0.63908 0.280 -1.293 0.969
C -0.19219 0.25160 1.25462 0.926 0.103 -0.684
O 1.39995 -1.46844 0.23248 1.146 -2.526 -0.429
P 0.12080 -0.74677 -0.33845 -0.014 2.902 -0.774
S 0.71556 0.48521 -1.82600 -0.801 -0.592 0.559
S -3.85273 1.02938 -2.02042 -0.256 -1.382 0.010
H -1.35212 1.74434 2.03769 0.134 1.540 1.725
H -0.95395 2.00379 0.32047 -0.728 -0.316 0.449
H -2.22815 0.91753 1.01355 -3.021 -1.315 -1.253
H 2.38609 -1.87330 -1.70247 -0.930 0.803 -0.572
H 2.80775 -3.02364 -0.54198 -0.774 1.431 0.948
H 3.19656 -1.23428 -0.29195 1.629 0.125 -0.246
H -0.38229 -0.65836 1.87643 0.098 1.315 0.409
H 0.73179 0.91244 1.54501 -1.200 -2.089 -0.522
H -3.58265 2.29618 -2.02311 0.310 1.360 -0.002
```
Positions in Å, forces in eV/Å.

HOMO (spin up / spin down) ... -8.34 / -9.06 eV
Expectation value of S² ... 2.011
Charge ... 0
Spin multiplicity ... 3
HOMO-LUMO gap (spin up / spin down) ... 9.2 / 6.7 eV

---

(9)
C3H9OS | ωB97M-V/def2-TZVPD

Geometry as XYZ:
```
14
Properties=species:S:1:pos:R:3:forces:R:3
C -2.26920 1.05760 1.70488 -1.112 -0.851 -1.038
O -1.75978 0.42014 0.60800 0.273 0.162 0.574
H -2.54367 0.37443 2.56679 -0.213 0.085 -0.337
H -1.57898 1.74191 2.20107 0.320 0.870 0.108
H -3.24288 1.61355 1.40558 0.880 -0.170 0.816
C 1.52778 0.90610 0.01796 0.159 0.487 2.258
S 1.48238 -0.68995 -0.72579 0.980 -1.289 -1.318
C -0.18725 -1.21560 -1.14201 -0.004 -0.122 -2.769
H 2.04527 1.71391 -0.57575 -0.553 -0.957 0.597
H 2.10498 0.59011 0.97254 -0.574 1.410 -1.390
H 0.51677 1.20787 0.38547 0.441 -0.191 -0.475
H -0.69569 -1.17496 -0.19771 -1.203 0.452 -0.041
H -0.67780 -0.51495 -2.09004 1.162 -2.372 2.952
H 0.00425 -2.36236 -1.40434 -0.555 2.486 0.064
```
Positions in Å, forces in eV/Å.

HOMO ... -2.43 eV
Charge ... -1
HOMO-LUMO gap ... 6.0 eV

---

(10)
C3H9PS | ωB97M-V/def2-TZVPD

Geometry as XYZ:
```
14
Properties=species:S:1:pos:R:3:forces:R:3
C 3.06279 0.04549 1.24410 1.520 -0.969 -0.186
S 4.55511 -0.23573 0.62669 -1.582 0.406 0.502
H 2.83919 0.92049 1.83795 -0.049 0.296 -0.109
H 2.28915 -0.72805 1.21832 0.087 0.264 -0.202
C -1.52829 -1.33647 -0.85399 -2.055 -0.164 0.235
P -1.62944 -0.09291 0.55383 2.713 -1.153 -0.126
C -0.70153 1.25078 -0.27107 0.339 1.944 3.762
H -1.94467 -1.10289 -1.87182 0.539 0.467 1.079
H -2.16425 -2.16137 -0.49674 0.480 -0.120 -0.135
H -0.53794 -1.62701 -0.91780 1.950 -1.058 -0.436
H -2.71272 0.20041 -0.05040 -4.084 1.603 -0.891
H 0.35454 1.15033 -0.05197 0.359 -0.255 -0.624
H -0.91622 2.23625 0.26904 0.019 -1.196 -0.339
H -0.96573 1.48067 -1.23614 -0.235 -0.064 -2.529
```
Positions in Å, forces in eV/Å.

HOMO ... -9.02 eV
Structure (SMILES) ... C=S.CPC
Charge ... 0
HOMO-LUMO gap ... 8.4 eV

---

| no. | DFT total energy (Ha) |
| --- | --- |
| 1 | -345.39123 |
| 2 | -345.36663 |
| 3 | -686.61374 |
| 4 | -1085.01342 |
| 5 | -1430.27344 |
| 6 | -762.05457 |
| 7 | -1235.42754 |
| 8 | -1332.56054 |
| 9 | -593.05302 |
| 10 | -859.14446 |